Record 1
The following is a DFT calculation (ωB97M-V/def2-TZVPD) of the molecule C5H11NS3 at a distorted geometry.

XYZ file:
```
20
Properties=species:S:1:pos:R:3:forces:R:3:lowdin_charge:R:1
C 0.44272 1.78838 -0.38527 -1.7589 1.1057 -0.8625 -0.1293
C 2.10339 0.30136 0.03242 3.0213 0.0894 -2.4302 -0.1606
C -0.16202 -0.39478 0.39055 -1.7554 0.8999 0.2155 -0.4584
C -0.71161 -0.79036 -1.00580 1.4101 -0.4549 -1.2604 -0.5413
C -1.34783 -0.14814 1.41429 0.7254 0.0410 -0.5620 -0.4249
H 0.87084 2.75121 0.04907 -0.7871 -1.0596 -0.8158 0.0924
H 0.92954 1.61601 -1.47330 -1.4142 0.5193 2.1095 0.1100
H -0.80516 1.82992 -0.45581 3.5564 0.2577 0.0820 0.1405
H 1.99447 0.01197 -1.09185 0.4316 -0.0712 1.4868 0.0893
H 2.56748 -0.55197 0.57584 -0.3351 0.7131 -0.2012 0.0928
H 2.90062 1.20687 -0.09223 -2.0232 -1.9640 0.9524 0.1361
H 0.38010 -1.18976 0.77343 0.6788 -2.1200 0.6197 0.0902
H 0.00190 -0.57992 -1.81818 0.5361 -0.2461 0.4433 0.0556
H -1.50520 -0.20545 -1.41667 -1.1581 0.2943 0.6297 0.0510
H -0.90569 -0.32421 2.39993 -0.4253 -0.0582 -0.0103 0.0724
H -1.73260 0.91909 1.40971 0.2330 -1.3317 -0.2895 0.0902
N 0.82654 0.68654 0.50441 -1.4079 1.1852 -1.1185 -0.2634
S -1.06008 -2.59284 -1.34966 -0.1044 1.0771 0.7110 0.4479
S -2.00168 -3.03933 0.50107 0.7883 -0.3456 -0.0716 0.0981
S -2.78573 -1.29458 1.03805 -0.2115 1.4687 0.3723 0.4113
```
Positions in Å, forces in eV/Å.

Total energy, eV: -39357.4734
ΔE to the lowest compared entry with this formula, charge and spin, kcal/mol: 27.7
2S+1: 1
LUMO, eV: 0.45
SMILES: CN(C)C1CSSSC1
Gap between HOMO and LUMO, eV: 8.67

=====

Record 2
The following is a DFT calculation (ωB97M-V/def2-TZVPD) of a cluster of 2 separate species, C3H5N3O3S in total at a distorted geometry.

XYZ file:
```
15
Properties=species:S:1:pos:R:3:forces:R:3:mulliken_spin:R:1
C 1.49137 -0.63479 -0.34652 2.8652 1.9296 -0.4516 0.5745
C 1.58013 0.88982 -0.08661 1.5696 -1.9840 -0.2872 0.0841
C 0.22061 -1.05679 -0.28964 -2.6741 2.4994 0.8885 0.4762
N -1.93983 0.32866 -2.51392 1.3820 -0.4768 -0.6900 0.0227
N -0.92155 -0.06431 -2.65459 -1.4914 0.6245 -0.2501 -0.0064
N -0.66634 -0.18411 1.96568 -1.5196 -0.2968 0.6668 0.0527
O -0.62572 1.39930 -0.03610 -0.1095 0.4263 0.2558 0.0013
O -2.23281 -0.47257 -0.03051 -0.9137 0.0286 1.2474 0.0008
O 1.81815 1.37643 0.97320 -0.0276 1.3127 0.2996 0.4700
S -0.96825 0.05615 0.35369 0.8980 -2.2327 -1.0035 0.0669
H 2.29803 -1.18020 -0.82887 -0.1494 0.7282 -0.7309 0.0354
H 1.49230 1.44001 -1.09448 0.4836 -0.2134 0.8147 0.1914
H -0.06988 -2.00740 -0.46578 -1.0343 -2.9924 0.1207 0.0265
H -0.02490 0.39066 2.45120 1.1153 0.9354 -0.2233 0.0005
H -1.45131 -0.28085 2.60324 -0.3939 -0.2887 -0.6568 0.0034
```
Positions in Å, forces in eV/Å.

Total energy, eV: -24633.4964
2S+1: 3
LUMO (spin up / spin down), eV: 0.08 / -4.09
Gap between HOMO and LUMO (spin up / spin down), eV: 5.72 / 5.53